(1)
Computed, not measured: 4 unconnected molecules or ions with the total composition C28H74FN9O7P4 at a distorted geometry, with ωB97M-V/def2-TZVPD.

XYZ file:
```
123
Properties=species:S:1:pos:R:3:forces:R:3:mulliken_charge:R:1
C 2.1630 -1.5883 0.7011 -0.1 0.4 -0.1 -1.39
C 1.5803 -1.1333 -0.6077 -0.2 -0.1 -0.3 1.25
C 2.5331 -0.3555 -1.4800 0.0 -0.3 0.2 -1.69
C 0.3358 -1.3845 -1.0264 0.2 0.0 0.2 -0.02
C -0.7725 -2.0120 -0.2251 0.3 -0.5 -0.4 -1.00
C -2.1567 -1.3823 -0.4250 0.2 0.1 0.6 -1.64
C -2.1751 0.1497 -0.4099 -1.0 0.1 -0.4 3.29
C -3.6096 0.6133 -0.0993 0.2 -0.1 -0.3 -2.42
C -1.7868 0.7879 -1.7698 0.2 0.2 0.6 -1.37
C -0.6327 1.7672 -1.6749 0.0 -0.2 -1.0 0.17
O -0.9233 2.7926 -0.6900 0.0 -0.6 0.6 -0.31
P 0.1235 3.0703 0.4519 0.4 1.0 -0.3 0.61
O 1.2520 3.8948 0.0371 0.2 -0.2 -0.1 -0.73
O -0.7676 3.6230 1.6396 0.0 -0.2 -0.3 -0.32
O 0.7554 1.6773 1.0379 0.0 0.1 0.3 0.27
F -0.0261 1.1726 2.1073 -0.1 -0.1 -0.2 -0.15
H 1.5087 -2.2542 1.2553 0.0 0.0 0.0 0.38
H 3.1025 -2.0999 0.4839 0.0 -0.1 0.1 0.44
H 2.4119 -0.7299 1.3309 0.0 0.0 0.0 0.09
H 2.1359 -0.2421 -2.4886 0.0 0.2 0.0 0.26
H 2.7211 0.6239 -1.0280 0.0 0.1 -0.1 0.17
H 3.5070 -0.8467 -1.5431 0.0 0.0 0.0 0.53
H 0.0959 -1.1466 -2.0575 0.0 0.1 0.0 0.45
H -0.8200 -3.0712 -0.5074 -0.2 0.0 0.0 0.29
H -0.5069 -2.0092 0.8316 -0.1 0.2 0.1 0.42
H -2.6696 -1.7526 -1.3166 0.2 0.1 -0.2 0.33
H -2.7698 -1.7137 0.4189 -0.1 -0.1 -0.1 0.44
H -1.5519 0.5353 0.3976 0.3 -0.2 -0.1 -1.04
H -3.6655 1.7035 -0.1360 0.0 0.0 0.2 0.50
H -3.9772 0.2342 0.8546 0.0 0.1 0.1 0.55
H -4.2636 0.2592 -0.9031 -0.1 -0.1 0.1 0.29
H -1.5303 0.0251 -2.5036 0.0 0.0 -0.1 0.17
H -2.6495 1.3358 -2.1563 0.0 0.0 -0.1 0.61
H 0.3054 1.2523 -1.4681 0.0 0.1 0.4 -0.23
H -0.5023 2.2713 -2.6335 0.0 0.2 0.1 0.50
H -1.3162 4.3385 1.2895 -0.1 0.1 0.2 0.29
O -4.9928 0.2052 3.2527 -1.0 -1.3 1.4 -0.92
P -5.2651 1.4197 4.0534 1.7 3.1 -1.0 0.50
N -6.2088 2.4698 3.1005 0.1 0.3 0.3 0.16
C -5.5978 3.0938 1.9345 0.1 -0.1 -0.2 -0.90
C -7.4716 1.8310 2.7352 -0.1 -0.1 0.1 -1.13
N -3.7216 2.0657 4.3461 0.1 -0.3 -0.5 0.37
C -3.3737 3.4542 4.1409 -0.1 0.2 0.5 -0.90
C -2.5865 1.1808 4.1081 0.0 -0.1 -0.2 -0.87
N -5.9079 1.8144 5.5863 -1.2 -1.6 -0.3 0.23
C -6.0342 0.6483 6.4715 0.4 -0.1 0.0 -0.98
C -7.0449 2.7164 5.7572 0.0 0.1 0.0 -0.96
H -6.3605 3.6718 1.4085 -0.1 -0.1 0.0 0.42
H -5.1720 2.3671 1.2321 -0.1 0.0 0.1 0.26
H -4.8252 3.7970 2.2242 0.0 0.0 0.0 0.20
H -7.9351 1.3670 3.6079 0.0 0.0 -0.1 0.37
H -7.3358 1.0502 1.9785 0.0 0.0 0.0 0.33
H -8.1678 2.5815 2.3552 0.0 0.0 0.0 0.33
H -3.0864 3.6463 3.1011 0.1 0.1 0.1 0.11
H -2.5254 3.7298 4.7735 0.0 -0.1 0.0 0.37
H -4.1939 4.1207 4.4144 -0.1 -0.1 -0.1 0.31
H -2.2963 1.1383 3.0520 0.0 0.0 0.0 0.04
H -2.8103 0.1686 4.4326 0.0 0.0 0.0 0.32
H -1.7341 1.5397 4.6895 0.0 0.1 0.0 0.43
H -6.8626 -0.0103 6.1869 0.0 0.0 0.0 0.33
H -6.1891 0.9756 7.4996 0.0 0.1 0.0 0.37
H -5.1124 0.0629 6.4472 0.0 0.0 0.0 0.28
H -8.0010 2.3098 5.4112 0.0 0.0 0.1 0.31
H -6.8665 3.6614 5.2554 0.0 0.0 -0.1 0.26
H -7.1338 2.9168 6.8267 0.0 0.0 0.0 0.39
O -0.7437 -2.9910 -4.1138 -0.7 2.1 -0.4 -0.45
P -0.8758 -3.4895 -5.5002 1.4 -3.4 -0.7 0.07
N -2.0302 -4.7397 -5.4989 0.1 -0.1 -0.3 0.08
C -1.7050 -5.9931 -4.8299 0.1 0.0 0.2 -0.86
C -3.3243 -4.2371 -5.0402 -0.1 0.2 0.0 -1.10
N 0.6742 -4.0886 -5.8561 0.0 -0.1 0.6 0.26
C 0.9264 -5.3858 -6.4436 0.0 0.2 -0.5 -1.10
C 1.7557 -3.6731 -4.9692 0.0 -0.1 0.2 -0.93
N -1.1775 -2.8513 -7.0545 -1.2 1.4 1.0 0.25
C -1.0728 -1.3864 -7.1024 0.4 0.0 0.1 -0.96
C -2.2752 -3.3177 -7.8994 0.0 -0.1 -0.1 -0.95
H -2.5799 -6.6447 -4.8676 -0.1 0.1 0.0 0.36
H -1.4223 -5.8578 -3.7781 0.0 0.0 0.0 0.25
H -0.9086 -6.5191 -5.3424 0.0 0.0 0.0 0.23
H -3.5747 -3.3010 -5.5434 0.0 0.0 0.1 0.33
H -3.3342 -4.0457 -3.9613 0.0 0.0 0.0 0.31
H -4.1071 -4.9582 -5.2829 0.0 0.0 0.0 0.35
H 0.9743 -6.1803 -5.6899 0.1 0.0 0.0 0.37
H 1.8836 -5.3746 -6.9723 0.0 0.0 0.0 0.34
H 0.1620 -5.6411 -7.1795 -0.1 0.0 0.1 0.31
H 1.8099 -4.2720 -4.0518 0.0 0.0 0.0 0.28
H 1.6407 -2.6334 -4.6769 0.0 0.0 0.0 0.21
H 2.7029 -3.7669 -5.5054 0.0 -0.1 0.0 0.39
H -1.9243 -0.8862 -6.6267 0.0 0.0 -0.1 0.32
H -1.0080 -1.0507 -8.1373 0.0 -0.1 0.0 0.36
H -0.1621 -1.0629 -6.5935 0.0 0.0 0.0 0.27
H -3.2716 -3.0377 -7.5415 0.0 0.0 -0.1 0.31
H -2.2383 -4.3949 -8.0199 0.0 0.0 0.1 0.27
H -2.1334 -2.8656 -8.8829 0.0 0.0 0.0 0.39
O 5.7005 0.2823 1.0612 0.2 1.0 -1.9 -0.84
P 6.4325 1.3438 1.7872 -0.1 -0.2 3.6 0.28
N 7.8303 0.6428 2.4630 0.0 0.3 0.2 0.18
C 7.6744 -0.3145 3.5499 -0.1 -0.2 0.0 -0.90
C 8.6833 0.0912 1.4124 0.0 0.0 -0.2 -1.10
N 5.3431 1.8352 2.9952 -0.2 -0.6 0.0 0.41
C 5.6930 1.9880 4.3890 0.1 0.5 0.0 -1.09
C 3.9561 1.4295 2.8161 -0.1 -0.3 0.0 -0.96
N 7.0479 2.9040 1.4694 0.3 -0.7 -1.9 0.26
C 6.5394 3.4729 0.2124 -0.4 0.0 0.1 -0.93
C 8.4529 3.2540 1.6641 0.0 0.0 0.1 -0.94
H 8.6581 -0.7106 3.8096 0.0 0.0 -0.1 0.37
H 7.0222 -1.1581 3.2897 0.0 0.0 0.0 0.29
H 7.2901 0.1631 4.4438 0.0 0.0 0.0 0.21
H 8.8060 0.8092 0.5993 0.0 -0.1 0.0 0.35
H 8.2681 -0.8272 0.9827 0.0 0.0 0.0 0.33
H 9.6760 -0.1186 1.8160 0.0 0.0 0.0 0.34
H 5.6213 1.0432 4.9414 -0.1 0.1 0.1 0.38
H 5.0154 2.7016 4.8663 0.0 0.0 0.0 0.32
H 6.7027 2.3875 4.5009 0.0 -0.1 0.0 0.29
H 3.7737 0.4009 3.1548 -0.1 0.0 0.0 0.29
H 3.6697 1.4913 1.7700 0.0 0.0 0.0 0.12
H 3.3047 2.1056 3.3746 0.1 0.0 0.1 0.45
H 6.9902 3.0093 -0.6725 0.0 0.0 0.0 0.32
H 6.7369 4.5443 0.1817 0.0 0.0 0.1 0.36
H 5.4573 3.3363 0.1532 0.0 0.0 0.0 0.26
H 9.1387 2.7895 0.9474 0.0 0.1 0.0 0.31
H 8.7776 3.0041 2.6686 0.0 -0.1 0.0 0.26
H 8.5297 4.3368 1.5471 0.0 0.0 0.0 0.39
```
Positions in Å, forces in eV/Å.

As for the molar mass: 791.9 g/mol. For the HOMO energy, the calculation gives -0.29734 Eh. As for the LUMO energy: 0.4 eV. Its SMILES is CC(C)=CCC[C@H](C)CCO[P@@](=O)(O)OF.CN(C)P(=O)(N(C)C)N(C)C.CN(C)P(=O)(N(C)C)N(C)C.CN(C)P(=O)(N(C)C)N(C)C. The orbital gap comes out at 0.313 Eh.

***

(2)
Computed, not measured: a molecular structure, C19H39MoO3P3 at a distorted geometry, with ωB97M-V/def2-TZVPD.

XYZ file:
```
65
Properties=species:S:1:pos:R:3:forces:R:3:nbo_charge:R:1
P 0.8018 3.5039 -1.1600 0.8 4.3 -2.6 1.28
C 1.7958 4.8374 -0.3822 0.4 -1.1 1.4 -0.95
H 1.5083 5.8248 -0.7658 -0.3 -0.4 -0.1 0.31
H 2.8641 4.6542 -0.5585 -0.3 0.0 0.1 0.29
H 1.6003 4.7983 0.6996 0.3 0.4 -0.2 0.28
C 1.5960 3.4038 -2.8155 0.2 -2.0 0.3 -0.95
H 0.9728 2.7677 -3.4589 0.3 0.2 -0.1 0.24
H 2.5859 2.9445 -2.7036 -0.1 0.2 -0.2 0.27
H 1.6968 4.3942 -3.2743 -0.2 0.1 0.4 0.32
C -0.6964 4.4494 -1.6550 -1.1 -1.4 0.9 -0.95
H -0.4250 5.4384 -2.0434 0.4 -0.3 0.1 0.31
H -1.3367 4.5683 -0.7714 -0.1 0.2 -0.3 0.27
H -1.2420 3.8825 -2.4216 0.0 0.3 0.2 0.25
P -3.0590 -0.9576 0.9413 -0.8 -0.7 0.1 1.12
C -2.6902 -0.2405 2.5585 0.6 0.3 -0.1 -0.95
H -3.4250 -0.5975 3.2921 0.1 0.0 -0.3 0.30
H -2.7331 0.8535 2.5049 0.0 -0.2 0.1 0.27
H -1.6844 -0.5494 2.8658 -0.3 0.1 0.2 0.26
C -4.6636 -0.2405 0.4866 0.2 0.3 -0.5 -0.94
H -4.9996 -0.6460 -0.4749 -0.1 0.1 0.3 0.25
H -4.5626 0.8491 0.4049 -0.2 -0.2 0.0 0.27
H -5.4002 -0.4798 1.2636 0.2 0.0 -0.1 0.30
C -3.4065 -2.6980 1.3111 0.3 -0.1 -0.2 -0.94
H -4.2147 -2.7551 2.0513 0.1 0.0 -0.2 0.30
H -2.5008 -3.1586 1.7234 -0.2 0.0 0.0 0.26
H -3.6941 -3.2214 0.3916 0.0 0.0 0.3 0.26
P 2.2992 -2.6380 0.0968 0.4 0.1 -0.9 1.53
C 3.2563 -2.6372 1.5896 -0.2 0.1 0.5 -0.99
H 4.1663 -3.2284 1.4092 -0.1 0.1 0.0 0.33
H 2.6797 -3.0987 2.4028 0.2 0.0 -0.1 0.31
H 3.5372 -1.6104 1.8696 -0.1 -0.3 -0.2 0.31
C 1.8301 -4.2450 -0.5120 -0.3 -0.3 0.2 -0.98
H 2.7488 -4.8024 -0.7453 -0.2 0.0 0.0 0.33
H 1.2120 -4.1531 -1.4181 0.3 0.0 0.3 0.27
H 1.2642 -4.7798 0.2651 0.2 0.0 -0.2 0.30
C 3.0740 -1.6862 -1.1944 0.0 0.3 -0.2 -1.00
H 3.9611 -2.2483 -1.5276 -0.2 0.1 0.0 0.32
H 3.3838 -0.7037 -0.8085 0.0 -0.2 0.0 0.32
H 2.3897 -1.5521 -2.0451 0.3 -0.1 0.2 0.25
Mo -1.3550 -1.0060 -1.2680 1.2 1.5 6.4 0.44
C -0.8165 0.4817 0.0570 1.9 3.4 3.6 0.62
O -0.4213 1.2375 0.8619 -1.7 -2.6 -3.2 -0.40
C 0.5770 -1.8278 0.3760 -0.9 0.4 3.6 0.23
O 0.2490 -1.6589 1.5323 0.7 -0.5 -3.5 -0.34
C -1.6694 -2.6774 -2.5237 -0.5 -1.9 -0.3 -0.21
C -0.4730 -2.0262 -2.8905 0.6 -0.4 -1.3 -0.27
C -0.4890 -0.6445 -3.1723 1.2 0.0 -1.3 -0.22
C -1.6821 0.0871 -3.0408 -0.2 1.3 -0.9 -0.22
C -2.8669 -0.5558 -2.6504 -1.3 0.5 -1.0 -0.25
C -2.8622 -1.9401 -2.3895 -1.3 -1.3 -0.7 -0.23
H -1.6617 -3.7294 -2.2676 -0.1 0.0 -0.2 0.31
H 0.4530 -2.5850 -2.9317 -0.1 0.0 0.0 0.28
H 0.4341 -0.1372 -3.4314 -0.1 0.0 0.0 0.29
H -1.6828 1.1614 -3.1869 0.0 -0.1 -0.1 0.29
H -3.7759 0.0184 -2.5154 0.1 0.1 0.1 0.31
H -3.7626 -2.4417 -2.0539 0.0 0.0 -0.1 0.31
C 4.4423 1.7120 2.3221 0.0 0.1 -0.2 -0.64
C 3.0058 1.4552 1.9176 0.1 0.1 0.6 -0.07
O 2.9556 1.1823 0.5045 -0.5 -0.2 -0.8 -0.75
H 5.0890 0.8665 2.0688 -0.1 0.1 0.0 0.22
H 4.5055 1.8746 3.3998 0.0 0.0 -0.1 0.26
H 4.8283 2.6033 1.8179 0.0 -0.2 0.1 0.24
H 2.6145 0.5829 2.4633 -0.1 0.2 0.0 0.15
H 2.3783 2.3305 2.1480 0.1 -0.3 0.0 0.18
H 2.0526 1.3300 0.1807 0.4 0.0 0.4 0.44
```
Positions in Å, forces in eV/Å.

As for the molar mass: 504.4 g/mol. As for the net charge: +4. For the HOMO energy (spin up / spin down), the calculation gives -0.76955 / -0.76919 Eh. As for the spin multiplicity: 3. As for the LUMO energy (spin up / spin down): -15.1 / -15.3 eV. The relative energy (zero: lowest compared OMol25 entry of this formula, charge and spin) is 1.0224 eV. The orbital gap (spin up / spin down) comes out at 0.214 / 0.209 Eh.

***

(3)
Computed, not measured: 2 unconnected molecules or ions with the total composition C11H15N at a distorted geometry, with ωB97M-V/def2-TZVPD.

XYZ file:
```
27
Properties=species:S:1:pos:R:3:forces:R:3:nbo_charge:R:1
C 1.2797 2.7884 -1.1566 -0.1 0.3 -1.2 -0.63
C 1.7251 1.5260 -1.9305 -1.9 -0.1 -0.2 -0.62
H 1.8196 3.5974 -1.6094 0.6 0.9 1.0 0.24
H 0.2578 3.1249 -1.2500 -0.8 -0.4 -1.4 0.20
H 1.1587 2.6839 -0.0924 1.7 0.0 0.8 0.20
H 0.8161 1.2260 -2.4591 0.2 -0.6 -0.1 0.20
H 1.9246 0.8065 -1.1800 0.4 -1.1 0.4 0.19
H 2.5201 1.4705 -2.6934 -0.1 1.0 0.7 0.23
C 0.4630 0.7755 2.8689 1.9 -1.2 0.2 -0.70
C -1.1249 -0.6279 -0.1886 -0.1 -3.5 0.7 0.11
C -0.0398 -0.7197 0.7182 -3.1 2.6 1.9 -0.17
C -0.4229 0.2100 1.8046 0.8 2.7 0.2 0.19
C -1.6122 0.9172 1.3852 -1.0 -3.4 0.3 0.08
C -1.2386 -1.5224 -1.2551 -1.5 2.3 0.0 -0.17
C -0.0391 -2.1225 -1.6237 -0.1 -0.3 -2.1 -0.16
C 1.0985 -1.3318 0.3885 4.0 -0.2 -1.5 -0.09
C 1.1300 -1.7933 -0.9809 0.2 -0.2 2.0 -0.17
N -2.1371 0.0802 0.4525 -0.9 3.8 -2.9 -0.42
H -2.7929 0.5048 -0.2479 0.0 -0.7 1.3 0.43
H -2.1384 -1.4255 -1.9516 1.3 -0.8 1.1 0.25
H -2.2770 1.6950 1.7800 0.9 -0.2 0.2 0.26
H -0.0857 -2.7076 -2.5768 0.6 0.7 0.9 0.25
H 2.1000 -1.2338 0.9880 -2.2 -0.3 -1.2 0.26
H 0.1315 0.9038 3.9353 -0.2 -1.1 -0.9 0.29
H 0.7542 1.8401 2.7395 -0.1 -0.6 -0.9 0.28
H 2.0679 -1.7370 -1.4817 0.7 -1.1 -0.3 0.24
H 1.3901 0.0927 2.7529 -1.1 1.5 1.0 0.24
```
Positions in Å, forces in eV/Å.

As for the molar mass: 161.2 g/mol. As for the net charge: +1. For the HOMO energy (spin up / spin down), the calculation gives -0.47848 / -0.47715 Eh. As for the spin multiplicity: 2. As for the LUMO energy (spin up / spin down): -4.1 / -7.0 eV. The relative energy (zero: lowest compared OMol25 entry of this formula, charge and spin) is 3.2080 eV. The orbital gap (spin up / spin down) comes out at 0.327 / 0.219 Eh.